No. 1
A gas-phase ion, C34H41N6O2 (charge +1) in a non-equilibrium geometry, computed with the ωB97M-V functional and the def2-TZVPD basis.

Cartesian coordinates (Å):
C1 2.63 0.55 4.97
C2 1.68 0.29 3.83
O1 1.50 -0.81 3.35
N1 0.99 1.45 3.45
C3 1.04 2.55 4.36
C4 -0.17 3.43 4.30
N2 -0.42 3.78 2.93
C5 -1.45 4.78 2.86
C6 -1.48 5.33 1.47
N3 -1.50 4.32 0.45
C7 -1.93 4.78 -0.81
C8 -2.16 6.28 -0.82
O2 -2.15 4.05 -1.77
C9 -0.98 3.02 0.69
C10 -0.93 1.97 -0.24
N4 -0.12 0.85 -0.05
C11 0.14 -0.15 -1.08
C12 1.47 -0.93 -0.85
C13 1.55 -2.24 -0.35
C14 2.63 -3.10 -0.61
C15 3.82 -2.59 -1.19
C16 3.85 -1.18 -1.41
C17 2.70 -0.39 -1.25
C18 5.11 -0.58 -1.95
C19 6.36 -1.39 -1.64
C20 6.15 -2.84 -2.01
N5 4.88 -3.38 -1.57
C21 4.76 -4.80 -1.80
C22 -1.05 -1.12 -1.39
C23 -0.98 -2.45 -1.87
C24 -2.12 -3.25 -1.99
C25 -3.41 -2.72 -1.73
C26 -3.48 -1.36 -1.34
C27 -2.31 -0.64 -1.12
C28 -4.77 -0.63 -1.28
C29 -5.93 -1.56 -0.97
C30 -5.87 -2.80 -1.83
N6 -4.57 -3.44 -1.88
C31 -4.60 -4.75 -2.48
C32 0.31 0.60 1.24
C33 0.28 1.57 2.23
C34 -0.37 2.81 1.95
H1 3.08 1.55 4.92
H2 2.11 0.45 5.93
H3 3.42 -0.20 4.94
H4 1.09 2.21 5.38
H5 1.93 3.16 4.17
H6 -1.06 2.94 4.73
H7 0.01 4.38 4.82
H8 -2.44 4.36 3.14
H9 -1.16 5.58 3.56
H10 -2.37 5.96 1.42
H11 -0.61 5.98 1.32
H12 -1.41 6.84 -0.25
H13 -2.14 6.65 -1.84
H14 -3.14 6.53 -0.40
H15 -1.49 1.99 -1.17
H16 0.32 0.25 -2.12
H17 0.72 -2.63 0.22
H18 2.55 -4.18 -0.42
H19 2.76 0.67 -1.51
H20 5.21 0.44 -1.58
H21 4.99 -0.51 -3.04
H22 6.60 -1.32 -0.58
H23 7.21 -1.00 -2.20
H24 6.96 -3.46 -1.61
H25 6.20 -2.96 -3.09
H26 3.75 -5.07 -2.12
H27 5.47 -5.06 -2.60
H28 5.02 -5.40 -0.92
H29 -0.02 -2.92 -2.09
H30 -2.04 -4.29 -2.33
H31 -2.40 0.35 -0.70
H32 -4.69 0.19 -0.56
H33 -4.93 -0.17 -2.27
H34 -6.86 -1.04 -1.16
H35 -5.89 -1.84 0.09
H36 -6.17 -2.55 -2.85
H37 -6.58 -3.55 -1.47
H38 -3.90 -5.44 -2.01
H39 -5.62 -5.13 -2.34
H40 -4.40 -4.71 -3.56
H41 0.76 -0.38 1.38

Orbital gap = 6.20 eV
Multiplicity = 1
Energy above the lowest of the compared OMol25 structures with the same formula, charge and spin = 75.72 kJ/mol
HOMO = -9.2 eV
SMILES string = CC(=O)N1CCN2CCN(C(C)=O)c3c[n+](C(c4ccc5c(c4)CCCN5C)c4ccc5c(c4)CCCN5C)cc1c32
Net charge = +1

***

No. 2
A single C34H41N7O5 molecule, computed with the ωB97M-V functional and the def2-TZVPD basis.

Cartesian coordinates (Å):
C1 -4.32 1.95 0.96
C2 -3.20 2.93 1.29
C3 -2.52 2.64 2.63
C4 -3.43 2.87 3.84
C5 -2.70 2.68 5.17
C6 -2.30 1.23 5.45
O1 -1.22 0.77 4.65
C7 0.01 1.11 5.05
O2 0.23 1.74 6.07
N1 0.92 0.63 4.15
C8 2.20 0.80 4.31
N2 2.75 1.44 5.36
C9 3.09 0.27 3.28
C10 4.35 0.82 3.03
C11 5.15 0.33 2.03
C12 4.73 -0.75 1.24
N3 5.58 -1.24 0.27
C13 5.14 -2.11 -0.80
C14 3.99 -1.54 -1.56
N4 2.81 -2.10 -1.60
C15 2.01 -1.24 -2.30
C16 0.65 -1.31 -2.57
C17 0.08 -0.23 -3.23
C18 -1.38 -0.22 -3.51
O3 -1.84 -0.05 -4.62
N5 -2.19 -0.44 -2.42
C19 -3.59 -0.70 -2.69
C20 -3.91 -2.20 -2.89
C21 -2.88 -2.85 -3.79
O4 -1.83 -3.28 -3.40
O5 -3.29 -2.90 -5.05
C22 -2.41 -3.49 -6.01
C23 -1.22 -2.59 -6.34
C24 -1.72 -0.32 -1.11
C25 -2.25 -1.08 -0.06
C26 -1.70 -0.92 1.20
C27 -0.66 -0.02 1.39
C28 -0.24 0.71 0.28
N6 -0.76 0.57 -0.92
C29 0.86 0.85 -3.68
C30 2.21 0.92 -3.42
C31 2.77 -0.12 -2.70
N7 4.04 -0.35 -2.23
C32 5.16 0.53 -2.36
C33 3.48 -1.31 1.49
C34 2.68 -0.80 2.48
H1 -4.69 2.13 -0.04
H2 -5.15 2.06 1.66
H3 -3.95 0.93 1.02
H4 -2.44 2.87 0.51
H5 -3.60 3.95 1.29
H6 -1.65 3.30 2.73
H7 -2.16 1.62 2.63
H8 -4.28 2.18 3.80
H9 -3.82 3.89 3.80
H10 -1.80 3.29 5.20
H11 -3.36 3.00 5.98
H12 -2.02 1.13 6.51
H13 -3.13 0.55 5.23
H14 3.74 1.48 5.50
H15 2.09 1.79 6.06
H16 4.69 1.68 3.59
H17 6.12 0.78 1.84
H18 6.38 -0.66 0.08
H19 4.82 -3.07 -0.39
H20 6.00 -2.29 -1.46
H21 0.06 -2.16 -2.28
H22 -3.83 -0.17 -3.62
H23 -4.20 -0.30 -1.87
H24 -4.90 -2.29 -3.34
H25 -3.89 -2.73 -1.94
H26 -2.07 -4.45 -5.63
H27 -3.04 -3.64 -6.89
H28 -0.70 -2.98 -7.21
H29 -1.56 -1.58 -6.54
H30 -0.54 -2.56 -5.50
H31 -3.05 -1.78 -0.22
H32 -2.08 -1.49 2.03
H33 -0.20 0.13 2.35
H34 0.54 1.45 0.36
H35 0.36 1.64 -4.22
H36 2.79 1.77 -3.75
H37 5.24 1.21 -1.50
H38 5.04 1.13 -3.26
H39 6.08 -0.04 -2.45
H40 3.12 -2.14 0.89
H41 1.71 -1.23 2.67

Orbital gap = 8.43 eV
Multiplicity = 1
Energy above the lowest of the compared OMol25 structures with the same formula, charge and spin = 31.04 kJ/mol
HOMO = -8.0 eV
SMILES string = CCCCCCOC(=O)/N=C(\N)c1ccc(NCc2nc3cc(C(=O)N(CCC(=O)OCC)c4ccccn4)ccc3n2C)cc1